40
Properties=species:S:1:pos:R:3:mulliken_charge:R:1 method="wB97M-V/def2-TZVPD" smiles="COc1cc(Sc2ccc(/N=N/S(=O)(=O)O)cc2)c(OC)cc1C" e_above_lowest_ev=5.294 e_homo_ev=-8.52 max_force_ev_per_a=5.1 lumo_ev=-1.636 e_tot_ha=-1863.154432 charge=0
O -0.11 -5.66 -3.26 -0.54
O 2.24 -5.09 -3.36 -0.62
N -0.70 -2.72 -3.28 -0.14
N 0.54 -2.98 -3.24 -0.21
O 0.22 4.04 0.45 -0.45
O -0.35 -0.62 3.51 -0.51
O 0.87 -4.56 -5.37 -0.47
S -2.18 2.31 -0.33 -0.09
C -0.11 -0.46 -2.46 -0.23
C -2.36 -1.24 -2.40 -0.48
C -0.46 0.69 -1.79 -0.47
C -2.70 -0.06 -1.71 -0.12
C -1.13 0.84 1.71 -0.55
C 0.89 2.63 2.36 -0.63
C -1.03 -1.51 -2.71 0.30
C 0.03 2.92 1.26 0.51
C -0.25 0.53 2.76 0.46
C -1.77 0.90 -1.37 -0.24
C -1.00 2.02 0.97 -0.08
C 0.77 1.45 3.11 0.78
C 1.55 4.29 0.05 -0.82
C -0.61 -1.87 2.85 -0.73
C 1.70 1.21 4.28 -1.33
S 0.88 -4.65 -3.71 1.08
H 1.64 -5.08 -5.61 0.35
H 0.93 -0.54 -2.79 0.41
H -3.09 -1.99 -2.61 0.47
H 0.27 1.42 -1.56 0.51
H -3.73 0.07 -1.39 0.39
H -2.00 0.22 1.47 0.29
H 1.58 3.40 2.66 0.37
H 1.53 4.86 -0.93 0.25
H 2.09 4.87 0.80 0.30
H 2.09 3.35 -0.09 0.36
H 0.08 -1.98 1.98 0.30
H -0.54 -2.70 3.54 0.25
H -1.62 -1.79 2.43 0.29
H 1.97 0.17 4.38 0.33
H 1.22 1.47 5.22 0.31
H 2.62 1.82 4.17 0.37

=====

81
Properties=species:S:1:pos:R:3:mulliken_spin:R:1 method="wB97M-V/def2-TZVPD" e_above_lowest_ev=1.936 e_homo_ev="-15.17 / -14.96" max_force_ev_per_a=1.9 spin_multiplicity=2 s2=0.758 lumo_ev="-12.525 / -12.451" e_tot_ha=-3481.542357 charge=+3
Ir 1.02 1.08 -1.12 0.88
C -1.49 2.07 -3.49 0.01
N -1.63 0.64 -3.70 0.00
C -2.98 0.19 -4.05 0.00
C -0.64 -0.21 -3.48 0.01
N 0.44 0.10 -2.68 -0.03
N -0.62 -1.41 -4.08 0.00
C 0.18 -2.52 -3.56 0.00
C -1.11 -1.61 -5.45 0.00
H -2.21 2.57 -4.14 0.00
H -0.49 2.40 -3.77 0.00
H -1.70 2.34 -2.46 0.00
H -3.68 0.68 -3.37 0.00
H -3.07 -0.88 -3.94 0.00
H -3.24 0.48 -5.07 0.00
H 1.21 -0.54 -2.89 0.00
H 1.19 -2.52 -3.96 0.00
H -0.30 -3.45 -3.86 0.00
H 0.21 -2.49 -2.47 0.00
H -1.43 -0.67 -5.89 0.00
H -1.94 -2.32 -5.47 0.00
H -0.30 -2.01 -6.05 0.00
C -2.94 -4.11 4.76 0.00
C -2.35 -3.69 3.41 0.00
Sb -2.64 -1.59 3.18 0.02
C -4.74 -1.20 3.05 0.00
C -5.28 -0.66 4.38 0.00
C -1.81 -0.63 4.90 0.00
C -0.34 -0.97 5.09 0.00
H -2.85 -5.19 4.86 0.00
H -3.99 -3.86 4.85 0.00
H -2.40 -3.66 5.60 0.00
H -2.86 -4.17 2.57 0.00
H -1.28 -3.89 3.34 0.00
H -5.18 -2.15 2.77 0.00
H -4.90 -0.50 2.23 0.00
H -5.14 -1.36 5.20 0.00
H -6.35 -0.49 4.28 0.00
H -4.82 0.29 4.65 0.00
H -2.43 -1.00 5.72 0.00
H -2.00 0.43 4.80 0.00
H -0.18 -2.04 5.21 0.00
H 0.03 -0.49 5.99 0.00
H 0.27 -0.62 4.25 0.00
C 4.53 -2.34 0.33 0.00
C 5.54 -1.49 -0.43 0.00
C 5.09 -1.05 -1.82 0.00
S 3.89 0.26 -2.05 0.00
O 2.63 -0.20 -1.20 0.00
C 4.53 1.73 -1.23 0.01
C 4.59 1.83 0.30 -0.01
C 3.35 1.41 1.06 0.00
H 4.87 -2.52 1.35 0.00
H 4.40 -3.31 -0.15 0.00
H 3.54 -1.87 0.38 0.00
H 6.45 -2.07 -0.59 0.00
H 5.86 -0.63 0.16 0.00
H 4.66 -1.89 -2.38 0.00
H 5.93 -0.68 -2.43 0.00
H 3.89 2.51 -1.64 0.00
H 5.51 1.88 -1.68 0.00
H 4.80 2.89 0.50 0.00
H 5.44 1.28 0.71 0.00
H 2.20 2.99 0.55 0.00
H 3.41 1.73 2.10 0.00
H 3.17 0.34 1.02 0.00
F -2.97 3.20 0.92 0.00
C -2.48 1.98 1.05 0.00
F -2.91 1.20 0.07 0.00
F -2.88 1.47 2.22 0.00
S -0.61 2.09 1.05 0.02
O 2.14 2.02 0.49 0.02
O -0.23 0.64 0.92 0.01
N -0.42 2.58 -0.55 0.00
S 0.44 3.96 -0.86 0.00
O 1.35 3.55 -1.92 0.04
O 0.97 4.55 0.33 0.00
C -0.78 5.19 -1.57 0.00
F -1.78 5.29 -0.72 0.00
F -0.14 6.32 -1.69 0.00
F -1.21 4.76 -2.74 0.00

=====

22
Properties=species:S:1:pos:R:3:mulliken_charge:R:1 method="wB97M-V/def2-TZVPD" e_above_lowest_ev=0.000 e_homo_ev=-13.37 max_force_ev_per_a=1.4 lumo_ev=-4.396 e_tot_ha=-3338.164338 charge=+1
C -0.96 -0.77 2.08 -1.00
C 0.44 -0.16 2.31 -0.71
C 0.83 0.93 1.24 -0.05
Br -0.20 2.55 1.63 -0.12
C 0.53 0.37 -0.14 0.30
C 1.08 -0.85 -0.47 -0.42
C 0.80 -1.43 -1.71 -0.42
C -0.03 -0.76 -2.61 -0.44
C -0.54 0.46 -2.23 0.34
S -1.62 1.33 -3.33 -0.18
N -0.25 0.99 -1.02 0.03
H -1.70 0.03 2.02 0.31
H -1.03 -1.39 1.18 0.27
H -1.15 -1.45 2.92 0.39
H 1.25 -0.90 2.32 0.39
H 0.40 0.38 3.27 0.43
H 1.90 1.17 1.32 0.40
H 1.72 -1.35 0.24 0.33
H 1.23 -2.41 -1.94 0.44
H -0.31 -1.17 -3.58 0.40
H -1.73 2.52 -2.70 0.18
H -0.66 1.90 -0.80 0.12

=====

18
Properties=species:S:1:pos:R:3:mulliken_charge:R:1 method="wB97M-V/def2-TZVPD" smiles=NCCCN.O e_above_lowest_ev=1.775 e_homo_ev=-9.58 max_force_ev_per_a=4.5 lumo_ev=0.665 e_tot_ha=-306.178729 charge=0
N 1.60 0.56 1.27 -0.60
C 0.49 0.18 0.49 -0.43
C -0.31 -1.03 1.01 -0.43
C -1.48 -1.60 0.15 -0.52
N -2.18 -2.91 0.70 -0.64
H 1.67 1.53 1.04 0.26
H 2.50 0.29 0.94 0.23
H 0.70 0.05 -0.71 0.24
H -0.26 1.00 0.60 0.26
H 0.33 -1.97 0.95 0.24
H -0.70 -0.68 1.94 0.23
H -1.02 -1.93 -0.87 0.28
H -2.17 -0.79 0.12 0.35
H -1.58 -3.33 1.43 0.26
H -2.84 -2.45 1.34 0.26
H 1.31 3.98 -4.08 0.33
H 2.39 4.51 -2.97 0.31
O 1.55 4.58 -3.35 -0.64